1.
165
Properties=species:S:1:pos:R:3:mulliken_charge:R:1 method="wB97M-V/def2-TZVPD" total_charge=+1 orbital_gap_ev="2.2 / 6.0" spin_multiplicity=2 energy_ev=-77312.45452 homo_energy_ha="-0.1434 / -0.2816"
C -2.814 5.014 -1.740 -1.185
C -2.134 5.457 -0.532 -0.523
C -1.445 4.341 0.323 0.506
N -0.688 4.831 1.611 0.342
C 0.180 6.053 1.294 -0.979
C 1.390 5.738 0.470 -0.381
C 2.250 4.670 1.060 -1.175
C 1.413 3.453 1.327 0.810
C 0.177 3.706 2.217 -0.768
C -1.688 5.270 2.650 -0.971
H -3.327 5.807 -2.284 0.444
H -3.442 4.125 -1.683 0.368
H -2.064 4.739 -2.482 -0.012
H -2.931 5.991 -0.013 0.232
H -1.450 6.269 -0.778 0.262
H -0.707 3.836 -0.300 -0.154
H -2.113 3.616 0.788 0.196
H -0.415 6.843 0.836 0.534
H 0.468 6.395 2.288 0.638
H 1.126 5.543 -0.569 -0.056
H 2.115 6.549 0.402 0.529
H 3.123 4.439 0.450 0.518
H 2.845 5.000 1.911 0.399
H 1.167 3.044 0.347 -0.313
H 1.972 2.608 1.730 -0.395
H -0.527 2.886 2.362 0.586
H 0.503 4.228 3.116 0.331
H -1.301 5.114 3.657 0.247
H -2.498 4.542 2.591 0.427
H -2.081 6.237 2.335 0.401
C 2.967 -0.138 2.657 -0.935
C 3.764 -0.991 1.713 -0.822
C 3.738 -0.528 0.255 0.168
N 4.326 -1.511 -0.796 1.449
C 3.501 -2.853 -0.711 -0.004
C 3.598 -3.663 -1.947 -1.491
C 3.326 -2.915 -3.250 -0.655
C 4.307 -1.718 -3.412 -1.185
C 4.196 -0.740 -2.177 -0.910
C 5.772 -1.861 -0.460 -1.172
H 3.261 0.899 2.819 0.528
H 2.918 -0.518 3.677 0.529
H 1.949 -0.124 2.268 -0.108
H 3.354 -1.995 1.823 0.310
H 4.776 -1.118 2.098 0.435
H 4.302 0.397 0.136 0.498
H 2.741 -0.350 -0.148 -0.559
H 2.493 -2.480 -0.535 0.033
H 3.848 -3.520 0.079 0.218
H 2.924 -4.507 -1.802 0.579
H 4.637 -3.989 -2.000 0.548
H 2.300 -2.547 -3.249 -0.147
H 3.399 -3.471 -4.184 0.715
H 4.023 -1.089 -4.256 0.870
H 5.321 -2.081 -3.580 0.596
H 3.194 -0.316 -2.107 -0.270
H 4.976 0.021 -2.153 0.398
H 6.384 -0.982 -0.667 0.306
H 6.069 -2.549 -1.252 0.447
H 5.844 -2.301 0.534 0.336
C -6.185 -7.965 -0.922 -1.358
C -4.784 -7.697 -1.599 -0.139
C -4.243 -6.274 -1.159 -0.874
N -2.870 -5.825 -1.860 0.402
C -2.533 -4.464 -1.203 -1.091
C -1.197 -3.853 -1.673 -0.205
C -0.124 -4.865 -1.326 1.115
C -0.348 -6.228 -2.005 -1.072
C -1.736 -6.845 -1.581 -0.724
C -3.209 -5.865 -3.395 -1.116
H -6.949 -7.222 -1.153 0.354
H -6.112 -7.980 0.165 0.364
H -6.586 -8.922 -1.258 0.387
H -4.929 -7.764 -2.677 0.275
H -4.019 -8.429 -1.338 0.325
H -4.126 -6.198 -0.078 0.424
H -4.901 -5.456 -1.452 0.478
H -2.403 -4.531 -0.123 0.380
H -3.398 -3.868 -1.494 0.450
H -1.112 -2.890 -1.170 -0.161
H -1.221 -3.658 -2.745 0.378
H -0.027 -4.929 -0.242 0.456
H 0.839 -4.472 -1.652 -1.248
H 0.370 -6.904 -1.541 0.477
H -0.137 -6.185 -3.073 0.352
H -1.703 -7.071 -0.515 0.489
H -1.889 -7.821 -2.042 0.476
H -2.486 -5.223 -3.898 0.481
H -4.194 -5.411 -3.503 0.382
H -3.312 -6.833 -3.887 0.293
C 2.919 3.622 8.323 -1.414
C 1.839 3.350 7.298 -0.200
C 1.072 1.978 7.508 -0.624
N -0.003 1.662 6.419 0.801
C -1.166 0.806 7.026 -0.817
C -1.994 -0.053 6.063 -0.880
C -1.192 -0.854 5.077 -0.881
C -0.258 0.051 4.355 1.947
C 0.701 0.783 5.334 -1.939
C -0.582 2.932 5.797 -1.350
H 3.548 4.492 8.138 0.368
H 3.504 2.727 8.537 0.355
H 2.442 3.853 9.275 0.339
H 2.119 3.505 6.255 0.333
H 1.090 4.117 7.493 0.279
H 0.558 2.019 8.469 0.424
H 1.816 1.183 7.447 0.361
H -0.678 0.036 7.623 0.440
H -1.675 1.534 7.658 0.507
H -2.634 -0.744 6.612 0.524
H -2.690 0.627 5.572 0.176
H -0.579 -1.599 5.585 0.454
H -1.852 -1.455 4.451 0.435
H 0.446 -0.480 3.715 -0.568
H -0.764 0.802 3.748 -0.711
H 1.235 -0.007 5.863 0.552
H 1.473 1.358 4.822 0.537
H -0.923 3.402 6.719 0.482
H -1.326 2.602 5.072 0.705
H 0.153 3.490 5.217 0.223
C 0.409 4.669 -4.531 -1.525
C 0.227 3.194 -4.098 0.476
C 0.642 2.359 -5.366 -1.472
N 0.349 0.827 -5.141 2.408
C -1.128 0.547 -4.961 -0.563
C -1.959 0.890 -6.120 -0.702
C -1.525 0.108 -7.335 -0.800
C -0.042 0.313 -7.689 -0.639
C 0.847 0.056 -6.407 -2.040
C 1.168 0.277 -3.951 0.590
H 0.137 5.361 -3.734 0.294
H -0.301 4.788 -5.350 0.427
H 1.404 5.012 -4.816 0.451
H -0.811 3.028 -3.813 -0.032
H 0.866 2.981 -3.241 -0.107
H 1.689 2.359 -5.667 0.579
H 0.090 2.750 -6.221 0.409
H -1.468 1.067 -4.066 0.080
H -1.202 -0.509 -4.702 0.419
H -1.891 1.959 -6.318 0.244
H -3.047 0.905 -6.065 0.468
H -2.023 0.421 -8.253 0.461
H -1.637 -0.955 -7.121 0.299
H 0.067 1.350 -8.009 0.333
H 0.404 -0.338 -8.440 0.558
H 1.933 0.143 -6.392 0.480
H 0.764 -0.994 -6.127 0.348
H 0.984 -0.792 -3.852 -0.059
H 0.804 0.724 -3.026 -0.643
H 2.228 0.522 -4.019 -0.146
O -3.857 0.995 1.554 -0.581
C -3.786 1.364 2.874 0.525
O -2.947 2.128 3.269 -0.529
O -4.754 1.028 3.599 -0.820
H -2.932 1.194 1.391 0.221
O -1.781 -2.053 1.866 -0.578
C -0.657 -2.762 2.001 1.181
O 0.388 -2.242 1.558 -0.890
O -0.703 -3.922 2.479 -0.870
H -1.408 -1.239 1.521 0.213
O 0.329 -0.323 -0.587 1.634
C -0.595 0.623 -0.331 -0.504
O -0.844 1.435 -1.229 -0.775
O -1.150 0.656 0.796 -0.117
H 0.331 -0.796 0.249 -0.873

=====

2.
21
Properties=species:S:1:pos:R:3:mulliken_charge:R:1 method="wB97M-V/def2-TZVPD" total_charge=+2 orbital_gap_ev="2.5 / 3.1" spin_multiplicity=5 energy_ev=-36784.56375 homo_energy_ha="-0.4470 / -0.4639"
H 0.481 -1.552 1.386 0.246
O -0.309 -2.377 -0.388 -0.335
O -1.672 -0.672 -0.279 -0.213
O -0.751 -1.175 -2.233 -0.672
C -0.467 -2.128 1.031 -0.277
C -1.669 -1.189 1.050 0.250
C -0.893 -1.432 -1.052 0.747
H -0.687 -3.078 1.526 0.344
F -2.853 -1.827 1.247 -0.276
H -1.608 -0.362 1.763 0.319
Nd 0.202 -2.174 -4.647 1.833
H 2.797 1.886 1.413 0.304
O 1.499 2.961 0.134 -0.321
O 0.264 1.249 -0.412 -0.458
O -0.454 3.225 -1.012 -0.732
C 2.284 1.717 0.460 -0.312
C 1.277 0.611 0.490 -0.539
C 0.395 2.566 -0.428 0.905
H 3.021 1.659 -0.355 0.198
H 0.756 0.664 1.465 0.097
Li -1.612 1.428 -1.159 0.893

=====

3.
15
Properties=species:S:1:pos:R:3:mulliken_charge:R:1 method="wB97M-V/def2-TZVPD" orbital_gap_ev=10.2 energy_ev=-10316.35551 de_lowest_ev=0.597 homo_energy_ha=-0.3554
O -0.785 -1.797 1.057 -0.496
C 0.188 -2.535 0.525 0.700
O 0.424 -3.642 0.921 -0.566
C 0.924 -1.903 -0.628 -0.875
H 1.562 -2.650 -1.088 0.294
H 0.203 -1.575 -1.382 0.293
H 1.531 -1.046 -0.337 0.253
N -0.828 0.951 0.567 -0.552
C -0.372 1.794 -0.273 0.088
N -0.457 3.160 -0.222 -0.464
H -1.388 1.438 1.265 0.084
H -0.714 -0.843 0.813 0.460
H 0.118 1.420 -1.170 0.298
H 0.262 3.661 -0.725 0.247
H -0.669 3.568 0.677 0.235

=====

4.
26
Properties=species:S:1:pos:R:3:mulliken_charge:R:1 method="wB97M-V/def2-TZVPD" total_charge=+1 orbital_gap_ev=10.8 energy_ev=-16109.09800 de_lowest_ev=2.278 homo_energy_ha=-0.5261
N 1.276 0.123 0.114 -0.319
H 1.465 -0.407 0.943 0.365
H 0.932 -0.478 -0.603 0.214
H 2.067 0.663 -0.185 0.367
H 0.473 0.733 0.345 0.289
O -1.487 0.430 -1.488 -0.599
H -1.337 0.191 -2.406 0.312
H -2.395 0.715 -1.530 0.286
O 0.139 -2.611 0.466 -0.633
H -0.594 -2.065 0.669 0.359
H 0.013 -2.885 -0.411 0.351
O -0.189 -2.135 -2.151 -0.651
H -1.080 -2.215 -1.800 0.314
H -0.319 -2.486 -3.042 0.303
O 0.262 -0.218 3.355 -0.588
H 0.118 0.687 3.620 0.324
H -0.487 -0.314 2.789 0.303
O 0.910 2.008 -2.425 -0.619
H 0.670 1.757 -3.326 0.300
H 0.059 2.335 -2.021 0.325
O -1.550 -0.496 1.190 -0.628
H -2.419 -0.873 1.420 0.313
H -1.729 -0.366 0.252 0.295
O 1.822 2.315 1.860 -0.594
H 1.303 3.118 1.613 0.318
H 2.072 2.477 2.746 0.294

=====

5.
14
Properties=species:S:1:pos:R:3:mulliken_charge:R:1 method="wB97M-V/def2-TZVPD" orbital_gap_ev=9.0 energy_ev=-7359.63197 de_lowest_ev=2.623 homo_energy_ha=-0.2957 smiles="CC(O)=C1CC1"
C -1.887 0.450 -0.010 -1.162
C -0.769 -0.412 0.473 0.726
O -0.952 -0.973 1.694 -0.478
C 0.431 -0.536 -0.107 -0.246
C 1.185 0.048 -1.207 -0.595
C 1.753 0.054 0.207 -0.479
H -1.582 1.493 0.167 0.257
H -2.041 0.345 -1.084 0.322
H -2.821 0.279 0.527 0.361
H -0.183 -1.566 1.749 0.342
H 0.875 0.969 -1.696 0.286
H 1.660 -0.669 -1.879 0.211
H 2.660 -0.495 0.439 0.249
H 1.673 1.012 0.728 0.205

=====

6.
113
Properties=species:S:1:pos:R:3:mulliken_charge:R:1 method="wB97M-V/def2-TZVPD" total_charge=-1 orbital_gap_ev=9.9 energy_ev=-72472.18085 homo_energy_ha=-0.2819
Cl 0.423 -0.373 0.561 -0.963
O -0.505 -1.483 0.525 0.081
O 0.047 0.573 1.582 -0.052
O 1.758 -0.862 0.805 -0.092
O 0.397 0.264 -0.757 -0.203
C -4.753 1.209 -2.577 -1.111
C -4.116 -0.175 -2.611 -0.842
C -3.067 -0.382 -1.524 1.579
C -3.608 -0.152 -0.197 0.056
N -4.093 0.068 0.817 -0.681
H -5.399 1.329 -1.707 0.395
H -5.350 1.380 -3.476 0.407
H -3.987 1.990 -2.564 0.093
H -3.649 -0.324 -3.586 0.348
H -4.880 -0.948 -2.505 0.450
H -2.135 0.161 -1.700 -0.590
H -2.738 -1.424 -1.607 -0.010
C 1.912 -2.772 -5.408 -1.390
C 1.465 -3.074 -3.983 -0.533
C 0.696 -1.933 -3.312 3.171
C -0.454 -1.452 -4.071 0.007
N -1.360 -1.040 -4.636 -0.654
H 1.045 -2.615 -6.056 0.328
H 2.491 -3.606 -5.805 0.431
H 2.525 -1.872 -5.464 0.257
H 2.354 -3.267 -3.374 0.329
H 0.877 -3.994 -3.966 0.352
H 1.341 -1.077 -3.125 -1.209
H 0.319 -2.285 -2.349 -1.004
C -1.047 2.483 -5.599 -1.706
C -0.962 2.242 -4.097 0.614
C 0.431 2.305 -3.503 1.463
C 1.409 1.444 -4.171 -0.207
N 2.225 0.788 -4.631 -0.558
H -0.278 1.897 -6.113 0.351
H -0.868 3.527 -5.859 0.388
H -2.006 2.134 -5.973 0.423
H -1.404 1.272 -3.862 -0.555
H -1.620 2.947 -3.579 0.477
H 0.413 1.993 -2.451 -1.140
H 0.846 3.319 -3.516 0.577
C -2.441 3.258 0.362 -1.135
C -1.296 3.573 -0.575 0.841
C 0.064 3.692 0.104 1.115
C 0.093 4.746 1.115 -0.180
N 0.111 5.592 1.892 -0.612
H -3.395 3.219 -0.161 0.392
H -2.500 4.026 1.137 0.503
H -2.278 2.293 0.847 -0.122
H -1.499 4.515 -1.106 0.550
H -1.214 2.845 -1.384 -1.085
H 0.857 3.905 -0.616 0.379
H 0.344 2.751 0.594 -0.777
C -3.140 -3.359 1.790 -0.705
C -3.493 -2.584 3.045 -1.058
C -2.471 -1.504 3.357 1.958
C -1.165 -2.059 3.722 -0.292
N -0.142 -2.502 3.982 -0.417
H -2.245 -3.966 1.928 0.203
H -2.997 -2.696 0.938 -0.084
H -3.936 -4.068 1.527 0.492
H -3.574 -3.261 3.898 0.450
H -4.462 -2.096 2.914 0.371
H -2.797 -0.866 4.181 -0.290
H -2.283 -0.862 2.493 -0.667
C 3.046 1.785 3.824 -0.691
C 4.461 1.201 3.750 -0.850
C 4.491 -0.197 3.127 0.781
C 3.541 -1.121 3.725 0.029
N 2.794 -1.853 4.196 -0.456
H 3.069 2.805 4.217 0.441
H 2.397 1.172 4.448 0.239
H 2.592 1.836 2.830 -0.004
H 4.866 1.156 4.765 0.401
H 5.098 1.883 3.182 0.373
H 5.506 -0.596 3.191 0.472
H 4.283 -0.135 2.057 -0.790
C -0.311 -4.881 -0.486 -0.863
C 1.131 -5.343 -0.652 -0.629
C 2.115 -4.422 0.056 0.761
C 1.993 -4.481 1.516 -0.160
N 1.893 -4.379 2.657 -0.481
H -0.666 -5.025 0.534 0.362
H -0.996 -5.388 -1.172 0.412
H -0.428 -3.810 -0.671 -0.052
H 1.391 -5.401 -1.711 0.269
H 1.220 -6.348 -0.234 0.402
H 1.961 -3.371 -0.214 -0.488
H 3.150 -4.657 -0.207 0.473
C 3.649 2.118 0.009 -0.659
C 3.892 1.758 -1.453 -0.795
C 3.811 0.259 -1.739 1.528
C 4.634 -0.537 -0.832 -0.097
N 5.310 -1.167 -0.148 -0.658
H 2.642 1.832 0.326 -0.222
H 3.800 3.183 0.186 0.522
H 4.337 1.578 0.665 0.294
H 4.875 2.132 -1.757 0.416
H 3.166 2.275 -2.084 0.108
H 4.095 0.063 -2.773 0.621
H 2.776 -0.081 -1.617 -1.051
C -3.377 1.581 5.095 -1.030
C -2.366 2.694 4.879 -0.693
C -1.057 2.201 4.268 1.189
C -0.384 1.172 5.057 0.001
N 0.188 0.395 5.682 -0.590
H -4.298 1.954 5.546 0.420
H -2.978 0.825 5.779 0.335
H -3.633 1.077 4.161 0.139
H -2.161 3.188 5.830 0.348
H -2.773 3.433 4.186 0.350
H -0.359 3.036 4.177 0.397
H -1.223 1.788 3.269 -0.732

=====

7.
11
Properties=species:S:1:pos:R:3:mulliken_charge:R:1 method="wB97M-V/def2-TZVPD" orbital_gap_ev="8.4 / 8.1" energy_ev=-19029.30498 de_lowest_ev=9.743 homo_energy_ha="-0.3577 / -0.3475"
C 0.241 -0.880 0.804 0.087
C 0.047 -0.976 -0.504 -0.451
C 0.716 1.095 -0.162 -0.049
N 0.006 0.599 1.064 -0.341
N -0.167 0.357 -1.050 -0.344
O -2.780 -1.006 -0.167 -0.320
S -1.444 0.941 0.139 0.180
H 0.752 -1.395 1.600 0.418
H 0.219 -1.813 -1.142 0.374
H 0.652 2.119 -0.507 0.185
H 1.758 0.959 -0.074 0.259

=====

8.
21
Properties=species:S:1:pos:R:3:mulliken_charge:R:1 method="wB97M-V/def2-TZVPD" orbital_gap_ev="3.3 / 7.3" spin_multiplicity=2 energy_ev=-10965.61055 de_lowest_ev=3.090 homo_energy_ha="-0.1105 / -0.2585"
C -3.116 -1.454 -0.109 -0.854
C -1.803 -1.621 0.536 -0.428
C -0.659 -1.497 -0.262 -0.450
N 0.704 -1.767 0.287 -0.227
H -3.583 -0.419 0.337 0.142
H -3.029 -1.454 -1.241 0.246
H -3.827 -2.301 0.201 0.229
H -1.821 -1.951 1.490 0.500
H -0.622 -1.448 -1.417 -0.025
H 1.308 -1.776 -0.504 0.286
H 0.963 -1.013 1.031 0.312
H 0.870 -2.700 0.680 0.310
H 2.012 0.469 -2.200 0.286
H 1.097 -0.192 -3.234 0.311
O 1.629 -0.297 -2.438 -0.611
H 1.352 1.700 0.895 0.292
H 2.830 0.996 1.015 0.295
O 1.868 0.935 0.956 -0.614
H -0.053 4.411 0.380 0.315
H 0.053 5.257 1.455 0.298
O 0.377 4.391 1.247 -0.613

=====

9.
19
Properties=species:S:1:pos:R:3:mulliken_charge:R:1 method="wB97M-V/def2-TZVPD" orbital_gap_ev="7.6 / 7.6" energy_ev=-10132.89591 de_lowest_ev=3.530 homo_energy_ha="-0.2816 / -0.2637"
B -2.523 0.091 -0.432 0.301
C -0.474 0.197 1.102 -0.537
C 1.313 0.262 -0.801 -0.671
C 0.662 -0.567 0.201 0.874
C 2.211 1.372 -0.382 -1.143
C 0.028 -1.839 -0.348 -1.479
O -1.728 0.364 0.586 -0.381
O -3.818 0.404 -0.494 -0.391
H -0.568 -0.400 2.017 0.306
H -0.060 1.181 1.348 0.254
H 0.841 0.347 -1.767 0.341
H 1.390 -0.827 0.978 0.263
H 1.651 2.220 0.040 0.272
H 2.778 1.750 -1.230 0.362
H 2.912 1.039 0.385 0.298
H 0.780 -2.457 -0.828 0.442
H -0.736 -1.585 -1.084 0.232
H -0.439 -2.411 0.449 0.361
H -4.218 0.860 0.259 0.296

=====

10.
18
Properties=species:S:1:pos:R:3:mulliken_charge:R:1 method="wB97M-V/def2-TZVPD" total_charge=+1 orbital_gap_ev="8.6 / 3.7" spin_multiplicity=7 energy_ev=-41762.09033 homo_energy_ha="-0.4636 / -0.4637"
O -0.352 1.103 -0.835 -0.780
C -1.564 1.495 -0.293 -0.257
C -2.184 0.493 0.673 -0.510
O -2.769 -0.642 0.072 -0.366
C -1.876 -1.600 -0.438 -0.244
H -2.303 1.684 -1.097 0.278
H -1.464 2.448 0.266 0.336
H -2.996 0.990 1.224 0.333
H -1.418 0.177 1.409 0.303
H -2.017 -2.587 0.030 0.272
H -1.995 -1.709 -1.531 0.259
H -0.852 -1.249 -0.227 -0.087
O 2.926 -0.455 -0.266 -0.360
C 4.129 -0.233 0.299 -0.373
Mn 1.238 0.505 -0.396 1.314
H 4.100 0.452 1.160 0.286
H 4.685 -1.171 0.457 0.274
H 4.710 0.301 -0.507 0.323

=====

11.
17
Properties=species:S:1:pos:R:3:mulliken_charge:R:1 method="wB97M-V/def2-TZVPD" orbital_gap_ev=9.7 energy_ev=-8889.50803 de_lowest_ev=5.648 homo_energy_ha=-0.3356
C 0.630 0.312 0.961 -0.168
C 1.607 -0.146 0.415 0.440
C 0.693 1.446 -0.996 -0.067
C -0.656 1.064 0.825 0.097
C 2.805 -0.574 -0.195 -1.186
C -1.581 -0.849 -0.560 -1.011
C -1.841 0.145 0.599 -0.701
N -0.305 1.833 -0.398 -0.335
H -0.656 1.846 1.636 0.337
H 3.136 -1.621 0.135 0.292
H 3.570 0.192 -0.180 0.304
H 2.477 -0.634 -1.348 0.257
H -0.911 -0.632 -1.436 0.287
H -2.566 -0.958 -1.061 0.354
H -1.428 -1.823 -0.097 0.272
H -2.197 -0.316 1.418 0.504
H -2.776 0.716 0.282 0.324